DFT (the ωB97M-V functional and the def2-TZVPD basis) results for a molecular structure, C13H13ClN2O2Sn in a non-equilibrium geometry.

Element x y z (Å)
Cl  -3.71  0.41  -1.99
C  0.80  -2.67  -1.90
C  1.92  -1.91  -1.48
C  1.78  -0.59  -2.00
H  2.77  -2.32  -0.95
C  0.55  -0.50  -2.71
C  -0.05  -1.80  -2.65
H  -1.02  -2.04  -3.06
H  0.66  -3.73  -1.74
H  2.48  0.21  -1.88
C  -0.07  0.72  -3.30
Sn  -0.13  -0.86  -0.42
C  0.65  -2.75  1.45
C  -2.62  -1.19  -0.12
O  0.54  -3.24  2.50
O  -3.51  -1.41  0.58
H  0.25  1.64  -2.82
H  -1.16  0.74  -3.25
H  0.23  0.83  -4.34
N  -1.17  -0.30  2.94
C  -0.48  0.80  2.53
C  -0.36  1.90  3.37
C  0.37  2.99  2.85
C  0.94  2.92  1.55
C  0.77  1.76  0.80
N  0.07  0.73  1.30
H  -1.27  -1.10  2.33
H  -1.56  -0.24  3.83
H  -0.84  1.83  4.34
H  0.51  3.91  3.43
H  1.52  3.70  1.04
H  1.16  1.55  -0.22

The strongest force on any atom is 6.001 eV/A. The total charge is +2. For the HOMO energy (spin up / spin down), the calculation gives -15.96 / -15.96 eV. The value obtained for the gap between HOMO and LUMO (spin up / spin down) is 4.37 / 4.37 eV. As for the spin multiplicity: 1. The calculation puts the LUMO energy (spin up / spin down) at -11.6 / -11.6 eV.